36
Properties=species:S:1:pos:R:3 method="wB97M-V/def2-TZVPD" orbital_gap_ev=9.18 smiles="NC(N)=O.NC(N)=O.NC(N)=O.O.O.O.O" max_force_ev_per_a=3.22
N 1.181 -2.987 2.552
C 2.388 -2.663 2.096
N 2.275 -1.583 1.277
O 3.464 -3.139 2.471
H 1.005 -3.868 3.004
H 0.377 -2.422 2.325
H 3.115 -1.275 0.817
H 1.416 -1.081 1.130
N 0.018 2.071 -3.867
C -0.422 1.654 -2.635
N 0.555 0.924 -2.055
O -1.565 1.786 -2.234
H 0.905 1.799 -4.246
H -0.564 2.636 -4.461
H 1.381 0.521 -2.456
H 0.188 0.414 -1.257
N 0.566 2.959 3.049
C 0.411 2.321 1.866
N 1.542 2.370 1.156
O -0.681 1.907 1.460
H -0.275 3.034 3.601
H 1.393 3.377 3.429
H 2.338 2.312 1.767
H 1.508 2.243 0.159
O -0.508 -2.115 -1.834
H 0.403 -2.069 -2.135
H -0.990 -1.526 -2.426
O -3.242 -2.161 -0.714
H -2.336 -2.431 -0.896
H -3.759 -2.964 -0.827
O -3.365 0.518 -0.579
H -2.976 1.193 -1.157
H -3.302 -0.305 -1.076
O -0.541 -0.722 1.058
H -1.247 -0.973 0.454
H -0.659 0.245 1.188

=====

58
Properties=species:S:1:pos:R:3 method="wB97M-V/def2-TZVPD" orbital_gap_ev=7.47 charge=+1 max_force_ev_per_a=6.92
C 1.826 3.695 -0.278
C 0.904 2.767 -0.501
C 0.087 1.392 -0.349
N 0.675 0.265 -0.767
C -0.043 -1.076 -0.602
C 1.086 -1.896 0.266
C 0.427 -3.109 1.150
C 2.227 -2.493 -0.708
C 3.547 -1.572 -0.863
C 4.172 -1.044 0.539
C -1.360 -0.544 0.186
C -1.375 1.101 0.265
H 2.638 4.501 -0.076
H 1.622 0.437 -1.168
H -0.194 -1.526 -1.664
H 1.475 -1.130 1.046
H 0.619 -4.154 0.697
H 1.013 -3.093 2.161
H -0.673 -2.923 1.424
H 2.582 -3.562 -0.430
H 1.775 -2.596 -1.782
H 3.420 -0.692 -1.599
H 4.367 -2.258 -1.336
H 4.007 -1.773 1.415
H 5.276 -0.756 0.368
H 3.610 -0.056 0.794
H -1.082 -0.813 1.285
H -2.369 -1.062 -0.069
H -2.172 1.472 -0.478
H -1.509 1.410 1.382
C -1.733 -3.565 -3.791
C -1.802 -3.554 -5.124
C -3.006 -3.037 -5.835
O -3.028 -3.024 -7.053
C -4.133 -2.563 -5.023
C -4.065 -2.577 -3.690
C -2.851 -3.069 -2.980
O -2.814 -3.051 -1.758
O -5.110 -2.141 -2.923
O -0.770 -4.016 -5.889
H -0.864 -3.936 -3.262
H -5.008 -2.207 -5.550
H -4.817 -2.251 -1.996
H -1.061 -3.901 -6.817
C 1.670 4.979 4.094
C 1.259 3.791 3.648
C -0.128 3.305 3.897
O -0.476 2.218 3.456
C -1.028 4.161 4.675
C -0.617 5.350 5.126
C 0.761 5.848 4.853
O 1.099 6.945 5.263
O -1.445 6.155 5.854
O 2.095 2.970 2.941
H 2.673 5.345 3.918
H -2.026 3.789 4.864
H -0.917 6.953 6.059
H 1.563 2.176 2.733

=====

The following E values (in hartree) correspond, in order, to the records above: -981.63004, -1548.22658.